Computed, not measured: a cluster of 8 separate species, C12H40O8 in total, with the ωB97M-V functional and the def2-TZVPD basis.

Geometry (Å):
C (3.345329, -0.263143, 20.738763)
C (2.081800, -0.689436, 19.924527)
O (1.825156, 0.373675, 18.976540)
H (3.372254, -0.926827, 21.602999)
H (3.160415, 0.736834, 21.131134)
H (4.303093, -0.366841, 20.228829)
H (1.158681, -0.776717, 20.497523)
H (2.226063, -1.666115, 19.462580)
H (1.884920, -0.008871, 18.098086)
C (5.325397, -2.552520, 18.223629)
C (6.030338, -3.610741, 17.472907)
O (5.143386, -4.716146, 17.204258)
H (6.033921, -1.741885, 18.393829)
H (4.984160, -2.889341, 19.202504)
H (4.530876, -2.033188, 17.687775)
H (6.867095, -3.908642, 18.104719)
H (6.289288, -3.179208, 16.506042)
H (5.635624, -5.290933, 16.613565)
C (-1.339926, -0.176838, 15.005709)
C (-1.743123, -0.282080, 16.457990)
O (-2.033262, -1.595191, 16.855054)
H (-1.010596, 0.809823, 14.679921)
H (-1.968371, -0.742908, 14.318162)
H (-0.440692, -0.791185, 14.960473)
H (-2.645485, 0.313195, 16.597579)
H (-0.954940, 0.180221, 17.052255)
H (-1.226971, -2.108130, 16.946616)
C (5.176318, 0.983934, 16.855898)
C (4.539928, 0.991563, 15.436937)
O (3.257804, 1.633253, 15.671295)
H (6.148736, 0.491606, 16.844898)
H (4.577633, 0.466406, 17.605458)
H (5.366420, 1.974478, 17.269174)
H (4.360214, -0.002661, 15.027890)
H (5.103062, 1.518911, 14.666949)
H (3.464197, 2.472266, 16.089685)
C (0.969088, -3.865099, 13.679179)
C (2.376690, -3.339978, 13.986286)
O (2.315000, -1.975248, 13.637951)
H (0.916520, -4.945900, 13.810365)
H (0.800464, -3.642809, 12.625503)
H (0.233481, -3.485858, 14.388516)
H (3.100669, -3.738602, 13.275617)
H (2.723810, -3.573577, 14.992785)
H (2.374327, -1.844215, 12.688787)
C (0.292710, 2.181210, 11.980237)
C (1.265818, 1.706928, 13.029698)
O (1.119314, 2.517427, 14.120436)
H (-0.765473, 2.212018, 12.239860)
H (0.467472, 1.476120, 11.167586)
H (0.650196, 3.145619, 11.619398)
H (2.316679, 1.747130, 12.743026)
H (1.041396, 0.659584, 13.231672)
H (1.818644, 2.397192, 14.767035)
O (2.153942, -1.055322, 16.321523)
H (2.238528, -1.583951, 15.528028)
H (2.437566, -0.179902, 16.058039)
O (0.399154, -2.798267, 17.273014)
H (1.049754, -2.154927, 16.991832)
H (0.913475, -3.504655, 17.663797)

Cartesian forces (eV/Å) of the 2 atoms listed first:
-1.64 -0.92 0.49
0.87 1.29 -0.34

For the LUMO energy (alpha / beta), the calculation gives 2.82 / 2.74 eV. The net charge is -1. The total energy comes out at -1083.0059 Eh. Its spin multiplicity is 2. For the HOMO-LUMO gap (alpha / beta), the calculation gives 2.30 / 9.83 eV.


Computed, not measured: a cluster of 9 separate species, C12H42O9 in total, with the ωB97M-V functional and the def2-TZVPD basis.

Geometry (Å):
C (-18.547450, 23.724460, 32.470060)
C (-18.201980, 25.111050, 32.868230)
C (-17.781270, 25.297590, 34.379210)
O (-17.061290, 25.570630, 32.134490)
H (-17.766450, 23.176840, 31.942570)
H (-19.438950, 23.904380, 31.869280)
H (-18.829670, 23.086040, 33.307240)
H (-19.034360, 25.814500, 32.848200)
H (-18.592880, 24.985070, 35.036260)
H (-17.533450, 26.336040, 34.599010)
H (-16.936910, 24.645250, 34.601930)
H (-16.523060, 24.780100, 32.050930)
C (-13.351640, 22.251120, 28.015680)
C (-12.317310, 22.956750, 28.873150)
O (-12.854540, 23.111570, 30.128490)
H (-14.188140, 22.919920, 27.812990)
H (-13.649000, 21.308680, 28.475530)
H (-12.850820, 21.845590, 27.136580)
H (-11.826660, 23.887860, 28.589630)
H (-11.460470, 22.299630, 29.021900)
H (-12.442470, 23.874060, 30.541280)
C (-15.685800, 20.600360, 21.617940)
O (-14.746830, 19.751480, 21.228630)
H (-15.685490, 21.394540, 20.871360)
H (-16.672050, 20.137280, 21.649060)
H (-15.375770, 20.958300, 22.599710)
H (-14.629060, 19.107910, 21.931160)
C (-21.216420, 23.700350, 25.535790)
O (-22.133840, 24.471710, 24.809730)
H (-21.360670, 22.625260, 25.428710)
H (-20.252780, 24.102520, 25.223120)
H (-21.385720, 23.944840, 26.584440)
H (-22.517980, 25.067270, 25.457300)
C (-11.021460, 29.227800, 32.314350)
O (-10.282560, 28.169090, 31.719600)
H (-11.818120, 28.785360, 32.912420)
H (-10.312410, 29.847230, 32.863580)
H (-11.464000, 29.815870, 31.510350)
H (-9.754000, 28.439530, 30.965220)
C (-8.575930, 16.358060, 27.050500)
O (-9.503060, 17.359290, 27.478740)
H (-7.538130, 16.529070, 27.336560)
H (-8.788580, 15.358720, 27.430220)
H (-8.541470, 16.136860, 25.983730)
H (-9.251370, 17.599850, 28.373380)
C (-6.846740, 19.767820, 33.424100)
O (-6.923220, 19.056870, 32.217910)
H (-7.572080, 20.571760, 33.298990)
H (-7.063520, 19.153930, 34.298300)
H (-5.894780, 20.270140, 33.596020)
H (-6.183000, 18.468090, 32.053510)
C (-14.289610, 28.817550, 25.895320)
O (-15.314810, 27.889630, 25.505120)
H (-13.329500, 28.478620, 25.506210)
H (-14.467620, 29.862210, 25.640220)
H (-14.250810, 28.796250, 26.984430)
H (-15.749390, 27.533840, 26.283680)
C (-14.682710, 15.419920, 25.407520)
O (-13.939840, 16.552520, 24.984640)
H (-15.027120, 15.466950, 26.440600)
H (-15.533520, 15.170260, 24.773560)
H (-14.017370, 14.556550, 25.410410)
H (-13.200170, 16.717920, 25.573810)

Cartesian forces (eV/Å) of the 2 atoms listed first:
-1.40 -0.44 0.03
2.20 1.46 3.16

For the LUMO energy, the calculation gives 0.28 eV. The SMILES is CC(C)O.CCO.CO.CO.CO.CO.CO.CO.CO. The net charge is 0. The total energy comes out at -1159.3155 Eh. For the HOMO-LUMO gap, the calculation gives 10.15 eV.


Computed, not measured: a cluster of 8 separate species, C12H43BO13 in total, with the ωB97M-V functional and the def2-TZVPD basis.

Geometry (Å):
O (0.097508, 0.138350, 0.220013)
H (0.423298, -0.378280, -0.520627)
H (0.413938, -0.234240, 1.046243)
H (0.409548, 1.043200, 0.145983)
B (0.682278, 2.917140, 0.374943)
H (-0.385112, 3.066750, 0.425293)
H (0.969158, 2.167290, 1.095823)
H (0.783558, 2.460510, -0.597417)
H (1.175978, 3.874940, 0.430783)
C (2.985958, -0.069140, -1.846307)
C (1.778898, 0.437570, -2.642307)
O (0.652718, -0.390680, -2.422707)
O (2.791058, 0.076030, -0.453907)
H (3.824118, 0.587690, -2.079057)
H (3.327598, -1.045630, -2.189607)
H (2.044478, 0.380630, -3.697917)
H (1.698108, 1.471900, -2.308037)
H (0.646358, -1.110600, -3.057737)
H (3.125288, 0.951120, -0.243897)
C (-0.303072, 0.090370, 3.730943)
C (-1.652632, 0.374940, 2.914683)
O (-1.879522, -0.814540, 2.206623)
O (0.764138, 0.042260, 2.780293)
H (-0.425042, -0.887220, 4.197363)
H (-0.176322, 0.902650, 4.446653)
H (-1.475872, 1.152730, 2.171793)
H (-2.439562, 0.610950, 3.631023)
H (-2.130472, -1.561680, 2.754713)
H (1.537398, -0.245400, 3.271133)
C (4.443608, 3.880650, -1.760917)
C (4.321308, 3.863290, -0.205267)
O (3.616858, 2.679310, 0.295933)
O (3.167238, 4.272000, -2.377107)
H (4.838258, 3.023590, -2.306627)
H (5.199498, 4.585730, -2.106747)
H (3.914668, 4.753460, 0.274673)
H (5.296848, 3.722780, 0.260223)
H (2.703758, 2.944680, 0.427973)
H (3.305868, 4.396780, -3.318807)
C (-2.991752, 1.004640, -0.936307)
C (-4.247462, 1.639320, -0.443357)
O (-4.236332, 3.008030, -0.860117)
O (-3.162502, 0.508300, -2.279647)
H (-2.836642, 0.122100, -0.315697)
H (-2.091892, 1.570850, -0.695987)
H (-4.244722, 1.563690, 0.644003)
H (-5.028322, 1.003000, -0.859847)
H (-5.008602, 3.185540, -1.402047)
H (-3.449002, 1.214290, -2.863687)
C (-3.455912, -2.634620, -0.887417)
C (-2.147052, -3.246090, -1.296597)
O (-1.738422, -4.268380, -0.392127)
O (-4.457752, -3.597590, -1.048937)
H (-3.714712, -1.822900, -1.567287)
H (-3.392332, -2.401110, 0.175383)
H (-1.332632, -2.521670, -1.291097)
H (-2.157172, -3.699380, -2.287817)
H (-2.469232, -4.889280, -0.347567)
H (-5.295972, -3.129700, -1.040607)
C (0.661858, -3.991410, 2.423833)
C (1.468478, -3.155930, 1.485563)
O (0.619548, -2.611210, 0.478993)
O (0.158088, -5.104850, 1.789203)
H (-0.241302, -3.576450, 2.871273)
H (1.228328, -4.155580, 3.340493)
H (2.277648, -3.762410, 1.078713)
H (1.886638, -2.266560, 1.957023)
H (0.078918, -3.249740, 0.008243)
H (-0.751472, -4.866760, 1.595293)

Cartesian forces (eV/Å) of the 2 atoms listed first:
-1.79 -1.28 -0.28
0.42 -0.66 -1.07

For the LUMO energy, the calculation gives 0.29 eV. The net charge is 0. The total energy comes out at -1485.6912 Eh. For the HOMO-LUMO gap, the calculation gives 9.12 eV.


Computed, not measured: a cluster of 8 separate species, C12H43BO13 in total, with the ωB97M-V functional and the def2-TZVPD basis.

Geometry (Å):
O (-0.355025, -0.327271, 0.327480)
H (-0.092485, 0.588339, 0.207740)
H (-0.744545, -0.721711, -0.456290)
H (0.428565, -0.828841, 0.564160)
B (-1.910945, -2.560141, -3.475810)
H (-2.469155, -1.699151, -3.809500)
H (-2.253075, -2.802181, -2.481530)
H (-1.909945, -3.338641, -4.222910)
H (-0.885475, -2.243541, -3.364280)
C (4.376325, 1.636029, 1.678510)
C (5.033335, 0.633819, 0.802300)
O (4.159865, -0.420041, 0.454210)
O (3.183765, 2.109749, 1.176030)
H (5.031345, 2.507229, 1.685940)
H (4.429075, 1.323129, 2.721300)
H (5.970525, 0.296889, 1.245310)
H (5.548485, 0.985179, -0.091730)
H (4.639465, -1.132101, 0.024630)
H (3.223805, 3.068699, 1.195840)
C (0.422795, -8.031381, -2.300500)
C (1.657915, -7.312741, -1.666380)
O (2.002145, -6.391891, -2.649300)
O (0.664545, -8.953451, -3.349630)
H (-0.326025, -7.325541, -2.659920)
H (-0.090575, -8.592801, -1.519890)
H (2.525745, -7.945711, -1.481130)
H (1.390475, -6.863591, -0.709910)
H (1.139585, -5.975031, -2.711100)
H (1.353875, -8.730751, -3.979570)
C (-5.344835, 4.478679, -1.301050)
C (-6.151145, 3.143199, -1.207630)
O (-7.407715, 2.969049, -1.782680)
O (-3.959275, 4.111999, -1.133140)
H (-5.728885, 5.140049, -0.524400)
H (-5.423295, 4.932049, -2.289180)
H (-6.241635, 3.013429, -0.129180)
H (-5.461805, 2.371809, -1.550960)
H (-7.365305, 3.141459, -2.726120)
H (-3.405165, 4.874759, -1.314150)
C (0.295005, 5.991399, 5.736670)
C (-0.636535, 4.770069, 5.393630)
O (-0.076955, 3.619629, 6.069150)
O (1.559895, 5.929919, 5.017900)
H (0.402185, 5.905949, 6.818020)
H (-0.260545, 6.918409, 5.594860)
H (-0.646475, 4.643229, 4.311090)
H (-1.681045, 4.939229, 5.655310)
H (0.864715, 3.584279, 5.885820)
H (2.152605, 6.534739, 5.470110)
C (3.996165, 3.269189, -5.620070)
C (3.247085, 3.532809, -4.384720)
O (3.642755, 4.800709, -3.788190)
O (3.587655, 4.105379, -6.692060)
H (3.716045, 2.311569, -6.058920)
H (5.081995, 3.199059, -5.555650)
H (3.403575, 2.737719, -3.655730)
H (2.169965, 3.674019, -4.473990)
H (3.604915, 5.417309, -4.523010)
H (2.677875, 3.895619, -6.915440)
C (-2.306345, -5.023911, 4.469250)
C (-3.513865, -4.996601, 3.616100)
O (-3.245735, -5.824221, 2.438330)
O (-1.233105, -4.260671, 3.903600)
H (-1.829325, -5.989701, 4.636010)
H (-2.483525, -4.723341, 5.501900)
H (-3.736285, -3.936001, 3.498760)
H (-4.433565, -5.395291, 4.044250)
H (-2.963675, -5.139051, 1.827930)
H (-1.010765, -3.620451, 4.583520)

Cartesian forces (eV/Å) of the 2 atoms listed first:
-0.07 -0.07 0.91
0.05 0.96 -0.35

For the LUMO energy, the calculation gives -1.86 eV. The net charge is 0. The total energy comes out at -1485.4973 Eh. For the HOMO-LUMO gap, the calculation gives 5.48 eV.